1.
C25H30N5O3PtS3 as an isolated structure in a non-equilibrium geometry, computed with ωB97M-V/def2-TZVPD.

Output
E_HOMO (alpha / beta) = -0.5756 / -0.5756 Eh
total charge = +3
orbital gap (alpha / beta) = 0.148 / 0.148 hartree

Element x y z (Å)
Pt (0.15620, 0.28760, -0.04730)
N (2.15570, 0.37300, 0.05910)
C (3.31740, 0.28200, 0.01580)
N (4.58990, 0.14500, -0.02270)
C (5.35230, -0.28750, 1.13980)
C (6.28650, 0.86900, 1.57330)
O (7.08670, 1.25760, 0.50080)
C (6.35240, 1.73940, -0.58190)
C (5.41670, 0.62850, -1.11840)
H (5.97080, -1.14240, 0.84790)
H (4.68620, -0.56920, 1.95460)
H (6.95560, 0.52590, 2.36460)
H (5.67810, 1.71010, 1.94070)
H (7.07150, 2.02290, -1.35260)
H (5.75040, 2.61640, -0.29620)
H (6.03780, -0.20340, -1.46680)
H (4.80290, 1.00010, -1.93820)
N (-0.36830, 4.43170, 0.57800)
C (-0.52210, 4.56390, -0.76680)
C (-0.35410, 3.31590, -1.29860)
N (-0.09800, 2.45010, -0.28040)
C (-0.11780, 3.14750, 0.84570)
H (-0.43630, 5.18300, 1.25220)
H (-0.73060, 5.50630, -1.23420)
H (-0.39970, 3.02150, -2.32750)
H (0.04360, 2.74800, 1.83020)
O (-1.81680, 0.00420, -0.39210)
C (-2.25080, -1.25460, -0.62700)
C (-3.78220, -1.15600, -0.78700)
C (-4.57910, -0.15090, -0.24030)
C (-5.89060, -0.19040, -0.70370)
C (-6.09080, -1.16540, -1.65590)
S (-4.68120, -2.03960, -2.01570)
C (-1.63890, -1.82980, -1.87950)
C (-1.81620, -3.02830, -2.51410)
C (-1.09910, -3.11640, -3.72680)
C (-0.38850, -1.98420, -3.99610)
S (-0.60730, -0.76950, -2.80220)
C (-2.12730, -2.23380, 0.65650)
C (-0.98570, -2.95180, 2.31740)
C (-1.77210, -3.75050, 3.30170)
C (-2.76630, -3.25010, 3.99970)
S (-3.77360, -2.87190, 0.87190)
H (-4.21350, 0.57370, 0.46360)
H (-6.67270, 0.46200, -0.36110)
H (-7.00980, -1.39570, -2.16120)
H (-2.43640, -3.82330, -2.14240)
H (-1.13100, -3.97570, -4.37260)
H (0.23080, -1.79050, -4.84860)
H (0.05940, -2.90590, 2.63410)
H (-1.41660, -4.76410, 3.45870)
H (-3.31710, -3.74790, 4.77900)
C (-1.49910, -4.74110, 0.63420)
N (-1.08640, -3.34980, 0.86330)
C (0.19660, -3.13300, 0.17250)
C (-1.54910, -1.51740, 1.98400)
C (-2.56190, -0.93600, 2.90300)
O (-0.51880, -0.68220, 1.80150)
H (-1.70170, -4.90830, -0.42030)
H (-2.38990, -4.98180, 1.21250)
H (-0.68590, -5.40160, 0.93290)
H (0.13390, -3.46810, -0.86090)
H (0.97880, -3.70130, 0.67590)
H (0.47480, -2.06940, 0.18380)
H (-3.01590, -2.15740, 3.76070)
H (-3.51300, -0.63130, 2.49780)
H (-2.16270, -0.29330, 3.67300)

Charge distribution, Mulliken scheme, values in e:
1 Pt 1.0464
2 N -0.7767
3 C 0.9451
4 N -0.0144
5 C -0.5946
6 C -0.5072
7 O -0.3514
8 C -0.4977
9 C -0.6037
10 H 0.2793
11 H 0.4294
12 H 0.3660
13 H 0.3140
14 H 0.3635
15 H 0.3150
16 H 0.2772
17 H 0.4301
18 N -0.0225
19 C -0.5056
20 C -0.4178
21 N -0.1771
22 C -0.3843
23 H 0.2324
24 H 0.4115
25 H 0.4767
26 H 0.4671
27 O -1.0756
28 C 2.5712
29 C -0.9692
30 C -0.3953
31 C -0.8246
32 C -0.2729
33 S 0.2331
34 C -0.4255
35 C -0.5493
36 C -1.1029
37 C -0.6433
38 S -0.0108
39 C -0.2516
40 C 0.0920
41 C -0.6827
42 C -0.7483
43 S 0.1203
44 H 0.5978
45 H 0.5047
46 H 0.5500
47 H 0.7376
48 H 0.5147
49 H 0.5577
50 H 0.4933
51 H 0.5259
52 H 0.4707
53 C -0.8658
54 N 0.3927
55 C -0.5493
56 C 1.2873
57 C -0.7070
58 O -0.8526
59 H 0.1860
60 H 0.5430
61 H 0.4360
62 H 0.4034
63 H 0.3848
64 H 0.0617
65 H -0.1570
66 H 0.3521
67 H 0.5668

=====

2.
A 2-piece molecular cluster, C4H8O overall in a non-equilibrium geometry, computed with ωB97M-V/def2-TZVPD.

Output
E_HOMO (alpha / beta) = -0.2941 / -0.2941 Eh
orbital gap (alpha / beta) = 0.307 / 0.307 hartree

Element x y z (Å)
C (0.05378, -1.87471, -0.18526)
C (-0.20619, -0.64061, 0.33778)
C (0.60103, 0.57422, -0.23491)
C (1.01719, 1.60580, 0.54286)
H (0.08312, -2.74967, 0.44519)
H (0.39311, -2.01388, -1.20222)
H (-0.36052, -0.57020, 1.40789)
H (1.24883, 0.29102, -1.06128)
H (0.45183, 1.88278, 1.42353)
H (1.72148, 2.34058, 0.17846)
O (-1.89209, 0.30841, -0.18676)
H (-2.24120, -0.05349, -1.01299)
H (-0.87038, 0.89974, -0.45230)

Charge distribution, Mulliken scheme, values in e:
1 C -0.9001
2 C 0.1199
3 C -0.2904
4 C -0.6342
5 H 0.2463
6 H 0.2623
7 H 0.2497
8 H 0.2932
9 H 0.2797
10 H 0.2883
11 O -0.7155
12 H 0.3502
13 H 0.4507

=====

3.
C10H19N as an isolated structure in a non-equilibrium geometry, computed with ωB97M-V/def2-TZVPD.

Output
E_HOMO = -0.3203 Eh
orbital gap = 0.348 hartree

Element x y z (Å)
C (2.60376, -0.28308, 0.06710)
C (1.88276, 0.14851, 1.33855)
C (0.57915, 1.07539, 0.92097)
C (-0.62413, 0.20587, 0.17463)
C (-1.45766, -0.77964, 0.94590)
C (-2.90666, -0.93434, 0.09960)
C (-2.85861, 0.46673, -0.81588)
C (-1.58314, 1.40347, -0.39858)
C (0.24993, -0.42647, -0.96775)
C (1.59842, -1.16139, -0.63104)
H (3.36515, 1.48234, -0.25314)
H (4.19662, 0.13367, -1.39890)
H (3.24506, -1.19581, 0.65705)
H (1.00138, -0.89093, 1.30305)
H (2.36191, 0.45612, 2.34107)
H (1.15315, 1.79202, 0.39724)
H (-0.00566, 1.58140, 1.87140)
H (-1.32998, -1.82944, 1.40975)
H (-1.50047, -0.17274, 1.78405)
H (-3.59586, -0.89201, 1.00100)
H (-2.88154, -1.98343, -0.40482)
H (-2.99079, 0.41016, -1.95861)
H (-3.82302, 1.06730, -0.45699)
H (-2.11065, 2.33926, 0.29403)
H (-0.98690, 1.95715, -1.21224)
H (-0.57223, -1.27051, -1.31488)
H (0.17884, 0.26746, -2.09751)
H (2.02152, -1.29101, -1.70153)
H (1.60927, -2.21336, -0.10583)
N (3.18037, 0.53730, -0.88768)

Charge distribution, Mulliken scheme, values in e:
1 C 0.3496
2 C -0.6786
3 C -0.7919
4 C 0.8791
5 C -1.1388
6 C -0.5224
7 C -0.6062
8 C -0.9416
9 C -0.5815
10 C -1.0225
11 H 0.2917
12 H 0.3184
13 H 0.1293
14 H 0.1118
15 H 0.3038
16 H 0.3792
17 H 0.3612
18 H 0.2271
19 H 0.5682
20 H 0.3669
21 H 0.3259
22 H 0.2256
23 H 0.3161
24 H 0.1986
25 H 0.3945
26 H 0.2052
27 H 0.1721
28 H 0.3721
29 H 0.3298
30 N -0.5429

=====

4.
C33H46OP2SiV as an isolated structure in a non-equilibrium geometry, computed with ωB97M-V/def2-TZVPD.

Output
⟨S²⟩ = 3.77
E_HOMO (alpha / beta) = -0.2564 / -0.2709 Eh
orbital gap (alpha / beta) = 0.267 / 0.271 hartree
2S+1 = 4

Element x y z (Å)
P (-0.07709, -2.17323, -4.57131)
P (0.45030, 1.14480, -4.43237)
C (-0.21741, -1.11664, -6.09344)
C (0.53855, 0.21803, -6.03667)
H (-1.28735, -0.95044, -6.28951)
H (0.17182, -1.73752, -6.91923)
H (1.60203, 0.07021, -6.27196)
H (0.12873, 0.90856, -6.79255)
C (-1.20975, 1.82973, -4.78490)
H (-1.48596, 2.55941, -4.01811)
H (-1.97860, 1.04972, -4.84115)
H (-1.12371, 2.32707, -5.76103)
C (1.43485, 2.60913, -4.84421)
H (1.00022, 3.07669, -5.73652)
H (2.47514, 2.32726, -5.03467)
H (1.39845, 3.30722, -4.00306)
C (-0.98514, -3.65959, -5.13392)
H (-0.88667, -4.43930, -4.37162)
H (-0.54593, -4.01379, -6.07665)
H (-2.04764, -3.43881, -5.27891)
C (1.58460, -2.78702, -5.03592)
H (2.32656, -1.98518, -5.07070)
H (1.48192, -3.23383, -6.03366)
H (1.91099, -3.55232, -4.32896)
V (0.44279, -0.56128, -0.00473)
C (0.78608, 1.34039, -1.64682)
C (-0.57385, 1.06162, -1.50414)
C (-1.38843, 0.02611, -2.25162)
C (-1.73380, -1.33405, -1.58608)
C (-0.64566, -2.34666, -1.47339)
C (0.70407, -2.20893, -1.72714)
C (1.41143, -1.01490, -2.34316)
C (1.86750, 0.23504, -1.53452)
C (0.72947, -2.24720, 1.26689)
H (1.13281, 2.38225, -1.54117)
H (-1.20782, 1.85226, -1.07995)
H (-0.94516, -0.21429, -3.24104)
H (-2.35562, 0.47480, -2.55269)
H (-2.23314, -1.16556, -0.61224)
H (-2.50438, -1.77246, -2.24666)
H (-0.96336, -3.29787, -1.02638)
H (1.31952, -3.10951, -1.54483)
H (0.75809, -0.60314, -3.14056)
H (2.28993, -1.36489, -2.91878)
H (2.19977, -0.07106, -0.47447)
H (2.80999, 0.58602, -2.01413)
H (1.60582, -1.96017, 1.88707)
H (0.89767, -3.18283, 0.70426)
H (-0.15746, -2.33387, 1.93607)
O (0.02317, 0.38323, 1.56086)
Si (-0.16338, 0.68286, 3.13334)
C (-1.90713, 0.50298, 3.82855)
C (-2.95014, 0.18881, 2.95731)
C (-4.25279, 0.05050, 3.45581)
C (-4.52562, 0.22800, 4.81476)
C (-3.47904, 0.53433, 5.68587)
C (-2.17371, 0.66609, 5.19519)
C (0.81932, -0.46303, 4.30668)
C (0.19817, -1.42857, 5.10270)
C (0.93582, -2.14909, 6.04988)
C (2.31300, -1.94144, 6.18304)
C (2.94075, -1.01935, 5.34100)
C (2.20138, -0.28538, 4.40484)
C (0.35383, 2.43341, 3.64032)
C (-0.46334, 3.29399, 4.38388)
C (0.04959, 4.49678, 4.89231)
C (1.37260, 4.86964, 4.64654)
C (2.17185, 4.03318, 3.85982)
C (1.66107, 2.83316, 3.34008)
H (-2.75286, 0.04802, 1.89068)
H (-5.06739, -0.20087, 2.77854)
H (-5.54646, 0.12484, 5.19532)
H (-3.66776, 0.66900, 6.74939)
H (-1.36586, 0.89440, 5.89663)
H (-0.87293, -1.62485, 4.99922)
H (0.43763, -2.89166, 6.66100)
H (2.89502, -2.51454, 6.90732)
H (4.02236, -0.88627, 5.38848)
H (2.71847, 0.42912, 3.75640)
H (-1.49816, 3.02933, 4.58412)
H (-0.59925, 5.15659, 5.46305)
H (1.76837, 5.80933, 5.03667)
H (3.19528, 4.32571, 3.62818)
H (2.30296, 2.21180, 2.71344)

Charge distribution, Mulliken scheme, values in e:
1 P 1.8716
2 P 1.7980
3 C -1.5024
4 C -1.2811
5 H 0.4220
6 H 0.6249
7 H 0.4466
8 H 0.5879
9 C -1.5695
10 H 0.3338
11 H 0.3624
12 H 0.5783
13 C -1.3836
14 H 0.4170
15 H 0.3904
16 H 0.3468
17 C -1.4198
18 H 0.3703
19 H 0.4310
20 H 0.3753
21 C -1.7226
22 H 0.3335
23 H 0.5612
24 H 0.3602
25 V 0.5937
26 C -0.3699
27 C -0.4012
28 C 0.9082
29 C -1.4281
30 C -0.1621
31 C -0.3175
32 C 0.1793
33 C -1.0881
34 C -0.9317
35 H 0.6193
36 H 0.4393
37 H -1.6275
38 H 0.8991
39 H 0.2034
40 H 0.7477
41 H 0.4010
42 H 0.2401
43 H -1.8743
44 H 0.4994
45 H 0.4852
46 H 0.6380
47 H 0.1200
48 H 0.4639
49 H 0.1153
50 O -0.2086
51 Si -0.8806
52 C 0.3561
53 C -0.6505
54 C -0.3391
55 C -0.6059
56 C -0.8442
57 C 0.0240
58 C 0.6950
59 C 0.0970
60 C -0.7154
61 C -0.5432
62 C -0.7197
63 C -0.2894
64 C 0.7836
65 C -0.2981
66 C -0.6063
67 C -0.5225
68 C -0.7572
69 C -0.3302
70 H 0.0463
71 H 0.3959
72 H 0.3543
73 H 0.3959
74 H 0.6130
75 H 0.4375
76 H 0.3755
77 H 0.3625
78 H 0.3727
79 H 0.1378
80 H 0.3947
81 H 0.3786
82 H 0.3606
83 H 0.3713
84 H 0.2733

=====

5.
C13H18AsNO5Tb as an isolated structure in a non-equilibrium geometry, computed with ωB97M-V/def2-TZVPD.

Output
⟨S²⟩ = 12.70
E_HOMO (alpha / beta) = -0.4869 / -0.4873 Eh
total charge = +1
orbital gap (alpha / beta) = 0.328 / 0.343 hartree
2S+1 = 7

Element x y z (Å)
Tb (-0.96860, 0.37220, -1.92923)
O (5.30762, 0.44889, -2.61387)
C (3.98764, 0.58673, -2.32145)
C (3.26132, 1.78002, -2.11573)
C (1.89247, 1.66005, -2.03847)
N (1.22400, 0.47762, -2.04851)
C (1.95828, -0.61794, -2.30069)
C (3.30886, -0.62380, -2.33274)
C (1.15845, -1.82798, -2.58243)
O (1.73815, -2.87846, -2.70519)
O (-0.18944, -1.59893, -2.65389)
C (1.01271, 2.86787, -1.93256)
O (1.51451, 3.93346, -2.15776)
O (-0.26527, 2.50542, -1.60257)
H (5.61785, 1.37384, -2.75664)
H (3.76072, 2.77252, -2.24828)
H (3.89701, -1.54138, -2.47646)
C (-2.60722, 2.28141, 1.26110)
C (-1.75333, 1.21061, 1.98594)
As (-1.32231, -0.24374, 0.70487)
C (-2.64934, -1.77565, 0.84553)
C (-3.72675, -1.58315, 1.92764)
C (0.28842, -0.93819, 1.54805)
C (0.18704, -1.86084, 2.82324)
H (-2.86552, 3.15922, 1.87893)
H (-3.47917, 1.78089, 0.72008)
H (-1.95445, 2.65954, 0.40093)
H (-2.31542, 0.84831, 2.85742)
H (-0.81769, 1.63614, 2.44429)
H (-2.13520, -2.72701, 1.07807)
H (-2.99184, -1.71564, -0.19366)
H (-3.31543, -1.20943, 2.87501)
H (-4.27043, -2.54561, 2.08967)
H (-4.57257, -0.84864, 1.62519)
H (0.87949, -0.04668, 1.75497)
H (0.80255, -1.44746, 0.73861)
H (-0.56274, -1.51916, 3.58337)
H (1.18627, -1.97393, 3.28356)
H (-0.22061, -2.83114, 2.58366)

Charge distribution, Mulliken scheme, values in e:
1 Tb 1.4948
2 O -0.4679
3 C 0.9944
4 C -0.6893
5 C 0.0719
6 N -0.3166
7 C -0.0553
8 C -0.3634
9 C 0.6353
10 O -0.5731
11 O -0.7569
12 C 0.5078
13 O -0.5590
14 O -0.6789
15 H 0.3349
16 H 0.3702
17 H 0.5392
18 C -0.9429
19 C -0.5413
20 As 0.1548
21 C -0.4243
22 C -1.0027
23 C -0.6453
24 C -1.0864
25 H 0.3676
26 H 0.1952
27 H 0.1924
28 H 0.4009
29 H 0.4097
30 H 0.4033
31 H 0.3890
32 H 0.2255
33 H 0.3537
34 H 0.2702
35 H 0.4819
36 H 0.3515
37 H 0.2765
38 H 0.3484
39 H 0.3340

=====

Short version: energy = -2782.73915 -232.28639 -446.85666 -3276.36140 -3997.19088 hartree, in the order given.
Short version: ΔE to the lowest compared entry with this formula, charge and spin = 186.4 99.9 193.9 0.0 0.0 kcal per mole, in the order given.